Formula: C8H12
Source: the Open Molecules 2025 dataset
Level of theory: ωB97M-V with the def2-TZVPD basis set

XYZ file:
```
20
Properties=species:S:1:pos:R:3:forces:R:3
C 1.366370 -0.464175 2.163489 0.705 -1.163 -1.678
C -0.113787 -0.597645 1.842711 -1.071 0.546 -0.586
C -0.276290 -0.638896 0.311144 -0.931 -0.833 1.251
C -1.352317 -1.139321 -0.417148 -1.005 0.659 -0.087
C -0.907919 1.812275 -0.115332 0.068 -3.114 0.346
C -0.354028 0.574295 -0.491512 0.891 2.620 -2.130
C 0.158437 0.713257 -1.871369 2.647 -1.259 -1.526
C 0.771581 -0.232847 -2.636335 -0.685 1.635 1.971
H 1.823730 -1.192125 1.465605 0.129 0.218 0.151
H 1.780682 0.486727 1.814815 -0.095 0.035 0.625
H 1.737642 -0.842613 3.112199 -0.425 0.689 0.450
H -0.545839 -1.485804 2.324856 0.058 0.194 -0.329
H -0.695409 0.274408 2.141172 0.052 -0.051 0.660
H -2.418346 -0.881579 -0.240595 0.190 -1.505 1.262
H -1.272099 -1.549861 -1.426174 0.519 1.153 -0.180
H -0.458925 2.627294 -0.632982 -0.551 0.777 -0.130
H -1.717799 1.848104 0.600378 0.518 0.523 0.515
H 0.278749 1.710817 -2.272692 -1.088 0.257 0.044
H 1.114138 -1.062688 -2.034801 -0.185 -0.948 -0.796
H 1.081428 0.040375 -3.637429 0.258 -0.433 0.167
```
Forces are in eV/Å.

Properties
**E_HOMO**: -7.26 eV
**Electronic energy**: -311.7925 Ha
**Multiplicity**: 1

Löwdin atomic charge list, values in e, 2 entries: C -0.107; C -0.221


Formula: C8H12
Source: the Open Molecules 2025 dataset
Level of theory: ωB97M-V with the def2-TZVPD basis set

XYZ file:
```
20
Properties=species:S:1:pos:R:3:forces:R:3
C -2.692448 0.118217 -0.317392 -1.224 -2.671 -1.252
C -1.613078 -0.369983 0.599051 1.432 0.393 -0.322
C -0.341905 -0.987751 -0.082191 0.207 0.553 -0.663
C 1.048121 -1.564066 -0.004161 -0.124 0.266 0.716
C 2.118730 -0.748715 -0.018930 -0.391 0.080 -0.166
C 2.051871 0.783775 0.037169 -0.730 -0.357 0.327
C 0.565547 1.310059 -0.108871 0.685 1.242 -1.114
C -0.307869 0.357343 0.656715 0.969 -0.309 0.081
H -3.063850 1.117330 -0.108338 0.068 -0.033 0.134
H -2.290468 0.045159 -1.359117 -0.476 0.495 0.690
H -3.570036 -0.660233 -0.299228 1.357 1.615 -0.018
H -1.892613 -0.767682 1.535967 -0.501 -0.201 0.941
H -0.552477 -1.017552 -1.180004 0.048 0.827 0.749
H 1.191070 -2.609395 -0.101986 0.255 -0.984 -0.086
H 3.110004 -1.209648 -0.131503 -0.401 0.257 0.160
H 2.737471 1.235843 -0.698019 -0.456 -0.196 0.000
H 2.448055 1.116531 0.999391 0.013 -0.065 0.190
H 0.525193 2.407925 0.107130 -0.019 -0.832 0.259
H 0.366027 1.231837 -1.181192 -0.335 0.086 0.020
H 0.162663 0.211014 1.655503 -0.375 -0.165 -0.647
```
Forces are in eV/Å.

Properties
**E_HOMO**: -8.53 eV
**Electronic energy**: -311.9073 Ha
**Multiplicity**: 1

Löwdin atomic charge list, values in e, 2 entries: C -0.074; C -0.244


Formula: C8H12
Source: the Open Molecules 2025 dataset
Level of theory: ωB97M-V with the def2-TZVPD basis set

XYZ file:
```
20
Properties=species:S:1:pos:R:3:forces:R:3
C -0.577928 0.645255 2.458829 0.649 -0.157 0.399
C -1.167027 -0.315587 1.734938 -0.623 -0.320 0.573
C -1.200233 -0.446202 0.267712 1.033 -0.412 0.546
C -2.254095 -1.052775 -0.273013 -0.158 -0.336 -0.846
C -0.051052 0.250423 -0.401143 -2.977 -0.740 -2.966
C -0.380793 1.272556 -1.220937 2.524 0.585 -0.149
C 1.187762 -0.591270 -0.643642 -0.256 -0.128 3.663
C 2.404837 0.161423 -1.085166 1.190 -0.780 0.145
H 0.375859 1.120175 2.206456 -0.776 0.418 -0.731
H -0.933548 0.957739 3.443684 0.216 -0.847 0.019
H -1.807308 -1.071521 2.211213 -0.382 0.881 0.103
H -3.045611 -1.552722 0.279077 0.263 0.288 0.408
H -2.425903 -1.113030 -1.344832 0.361 0.159 -0.001
H 0.481166 1.920600 -1.418510 0.030 -0.396 -0.864
H -1.187633 1.491932 -1.915497 -0.988 0.142 1.489
H 0.900411 -1.511160 -1.175220 -0.038 0.730 -0.660
H 1.339463 -1.058232 0.355906 0.595 0.221 -0.244
H 2.501166 0.109097 -2.166416 -0.119 1.021 -0.132
H 2.523038 1.118896 -0.561443 -0.490 0.150 -0.835
H 3.317431 -0.335597 -0.751995 -0.055 -0.479 0.083
```
Forces are in eV/Å.

Properties
**E_HOMO**: -8.60 eV
**Electronic energy**: -311.8825 Ha
**Multiplicity**: 1

Löwdin atomic charge list, values in e, 2 entries: C 0.020; C -0.154


Formula: C8H12AgI2O6
Source: the Open Molecules 2025 dataset
Level of theory: ωB97M-V with the def2-TZVPD basis set

XYZ file:
```
29
Properties=species:S:1:pos:R:3:forces:R:3
Ag 1.112209 -3.327144 1.138512 0.157 -0.988 0.087
I -0.795191 -5.535124 1.009972 0.532 0.393 0.170
I 3.039439 -4.454404 3.106902 -0.531 0.026 -0.394
C 1.002999 2.837866 2.419182 0.243 0.519 -0.352
C 1.707179 2.114786 1.266492 2.154 0.545 -0.575
C 3.248299 1.746416 1.320512 -0.487 3.069 -0.759
O 3.255379 0.427246 1.694772 2.783 -0.345 1.169
C 2.080519 -0.078674 1.652772 -3.273 -4.183 0.374
O 1.830159 -1.273794 1.938682 0.671 4.356 -0.714
O 1.200439 0.844096 1.154572 -1.131 -3.379 0.726
H 1.087769 3.924466 2.404242 -0.187 0.174 -0.803
H 1.332849 2.687376 3.447122 0.158 -1.090 -0.157
H -0.028111 2.518596 2.267582 -0.157 0.342 0.491
H 1.508399 2.491436 0.263142 -0.150 1.059 0.358
H 3.794689 2.457126 1.940552 0.032 -0.589 0.893
H 3.782149 1.851256 0.375992 -0.500 -0.184 -0.430
C -2.821811 0.780976 -2.766038 -1.332 -1.224 1.057
C -2.741021 -0.572224 -1.925338 2.204 0.970 -2.908
C -2.175131 -1.788614 -2.695428 -0.760 0.424 0.470
O -1.576511 -2.563144 -1.542358 -1.643 -1.192 -3.711
C -1.114751 -1.656984 -0.780888 0.846 1.670 4.343
O -0.473101 -1.836834 0.245112 -0.909 0.774 -2.062
O -1.597801 -0.419264 -1.132188 0.779 0.334 2.392
H -3.800941 0.703216 -3.238638 0.133 0.322 -0.718
H -2.002041 1.036496 -3.437438 -0.033 -0.793 -0.104
H -2.901841 1.656696 -2.121978 -0.004 -0.282 0.482
H -3.671481 -0.837324 -1.423268 0.112 0.294 0.437
H -1.332381 -1.453494 -3.300048 -0.151 -0.188 -0.145
H -2.950361 -2.281024 -3.282508 0.445 -0.834 0.382
```
Forces are in eV/Å.

Properties
**E_HOMO (alpha / beta)**: 0.32 / -5.09 eV
**Electronic energy**: -1505.7938 Ha
**Multiplicity**: 3
**Expectation value of S²**: 2.015
**Charge**: -1

Löwdin atomic charge list, values in e, 2 entries: Ag 0.183; I -0.296


Formula: C8H12BF8NO4P
Source: the Open Molecules 2025 dataset
Level of theory: ωB97M-V with the def2-TZVPD basis set

XYZ file:
```
35
Properties=species:S:1:pos:R:3:forces:R:3
C -2.256054 -1.159910 -2.548501 -0.109 -0.086 0.869
C -0.696145 -1.551375 -2.358263 0.276 -0.316 -0.550
B -0.428228 -1.698513 -0.784750 -2.189 -2.905 -1.537
O -1.009168 -2.874159 -0.162176 2.020 2.018 -1.442
N 0.433401 -0.712723 0.093096 -0.441 3.028 0.875
P 0.083622 -1.364002 1.756582 -0.585 -6.519 3.999
O -1.396656 -0.829607 2.370059 2.092 1.444 -0.878
O 1.385030 -1.321734 2.841049 -0.674 2.281 -1.541
C 1.814641 -1.115082 -0.393286 1.212 -2.430 -2.045
C 2.236408 -0.075698 -1.539061 -0.759 0.527 2.144
O 1.109253 0.865019 -1.417068 -0.230 -0.893 -0.062
C 0.282834 0.743748 -0.225060 1.688 1.211 -5.547
F -0.977116 1.107901 -0.776064 2.129 -1.078 2.476
C 0.898299 1.887252 0.711332 1.323 2.430 0.374
F 1.836463 2.624287 -0.063512 -2.018 -1.587 1.777
F 1.632289 1.434952 1.818195 -1.537 -0.103 -1.953
C -0.122255 3.002602 1.237370 0.771 2.474 0.228
F -0.668427 3.787709 0.197748 0.943 -2.461 2.094
F 0.677937 3.917346 1.973825 -1.485 -2.185 -1.286
C -1.244225 2.510885 2.248244 -2.668 1.716 2.236
F -0.743350 1.801092 3.353625 -0.893 1.048 -3.109
F -1.796663 3.685970 2.810082 1.271 -2.465 -1.372
F -2.329071 1.867504 1.639377 2.943 0.815 1.199
H -2.390854 -0.045031 -2.692180 0.218 -1.424 -0.020
H -2.766918 -1.421881 -1.551398 0.345 0.303 -1.655
H -2.746926 -1.765834 -3.387700 0.831 1.034 1.276
H -0.590310 -2.606481 -2.808147 -0.038 1.426 0.832
H 0.022802 -0.894623 -2.935335 -1.112 -0.541 0.632
H -0.403199 -3.637112 -0.319442 -0.893 0.449 0.271
H -1.791407 -1.583775 2.858582 0.430 0.245 -0.437
H 2.217809 -0.938479 2.493084 -0.391 0.127 0.640
H 2.580958 -1.449893 0.368207 -1.119 1.056 -0.455
H 1.659672 -2.091926 -0.990234 0.078 1.127 1.035
H 2.308971 -0.593598 -2.556895 -0.400 1.109 1.437
H 3.176583 0.495169 -1.261383 -1.032 -0.878 -0.504
```
Forces are in eV/Å.

Properties
**E_HOMO**: -12.37 eV
**Electronic energy**: -1832.5391 Ha
**Multiplicity**: 1
**Charge**: +1

Löwdin atomic charge list, values in e, 2 entries: C -0.071; C -0.119


Formula: C8H12BaO19
Source: the Open Molecules 2025 dataset
Level of theory: ωB97M-V with the def2-TZVPD basis set

XYZ file:
```
40
Properties=species:S:1:pos:R:3:forces:R:3
Ba 0.430514 0.593997 -0.495625 0.587 0.451 -0.123
O -2.628116 -1.327713 -2.217505 -2.776 -0.167 2.441
C -1.668056 -0.864233 -2.998415 3.252 1.347 -1.558
O -1.066086 0.183637 -2.806155 -0.409 2.687 2.360
O -1.373686 -1.586173 -3.913945 -0.408 -3.283 -3.578
H -2.829096 -2.125973 -2.711455 -0.124 -0.514 0.207
O 4.075834 0.356567 -2.450105 3.093 1.893 0.676
C 3.278214 -0.590483 -2.807445 -6.961 -3.852 -1.403
O 3.650504 -1.510763 -3.580935 2.604 0.263 -0.363
O 2.091714 -0.553793 -2.439265 -0.143 1.326 1.126
H 4.801884 -0.126183 -2.851865 1.852 0.756 -0.119
O 4.487954 2.868267 -0.948685 1.983 -0.479 -1.793
C 3.386634 3.284367 -0.380245 -2.630 1.867 4.666
O 3.423754 4.184327 0.473725 1.738 1.806 -0.001
O 2.341514 2.651467 -0.535935 -1.563 -2.085 -2.200
H 4.067454 2.190407 -1.482815 0.617 -1.118 -0.784
O -3.254486 3.484287 0.289045 -3.899 -0.075 -2.518
C -2.146196 3.490717 0.922805 8.434 -2.081 2.488
O -1.070036 2.980467 0.462175 -2.122 0.487 -1.321
O -2.147226 3.915097 2.099945 -1.734 1.227 1.180
H -3.783456 3.705387 1.059045 -1.021 0.357 0.039
O 1.045064 0.248627 4.294165 0.099 -0.837 0.768
C 1.152274 0.117087 2.935935 -1.145 7.517 -3.031
O 0.965124 1.186777 2.280445 -0.627 -1.344 0.487
O 1.557824 -0.921583 2.502395 1.069 -4.530 -0.764
H 1.516994 -0.585433 4.237315 0.455 -1.378 2.624
O 0.810534 -3.956993 0.451995 -0.037 -1.542 2.149
C 0.624904 -3.398563 -0.718895 1.541 1.013 -6.871
O 0.443654 -2.135463 -0.654795 -0.865 -0.708 0.449
O 0.836924 -4.065183 -1.804795 -1.164 0.612 3.002
H 0.740864 -3.100803 0.880605 0.176 0.411 1.769
C -2.505436 -1.717223 1.933625 -0.808 -0.109 0.014
C -2.774276 -0.290233 1.438935 -0.765 -1.111 2.957
O -2.273156 -0.065953 0.243695 1.802 1.141 -3.106
H -2.863866 -1.826993 2.957145 0.561 0.183 0.498
H -1.453226 -1.954913 1.777235 -0.024 -0.083 0.313
H -3.121076 -2.468363 1.438775 0.085 -0.036 -0.699
H -2.270176 0.368887 2.145725 -0.089 0.336 0.017
H -3.840766 -0.065263 1.447715 -0.558 0.046 0.391
H -2.661736 -0.572083 -0.473555 -0.073 -0.393 -0.388
```
Forces are in eV/Å.

Properties
**E_HOMO**: 2.73 eV
**Electronic energy**: -1767.1137 Ha
**Multiplicity**: 1
**Charge**: -4

Löwdin atomic charge list, values in e, 2 entries: Ba 2.036; O 0.054


Q: Which value of multiplicity does entry 5 give?
A: 1


Q: Which of these has the highest multiplicity?
A: C8H12AgI2O6


Q: multiplicity of number 6 (C8H12BaO19)?
A: 1


Q: Among the records above, which one has the highest multiplicity?
A: C8H12AgI2O6